Record 1
The following is a quantum chemistry calculation of 8 unconnected molecules or ions with the total composition C27H60ClO19S5, from OMol25.

Structure (XYZ):
```
112
Properties=species:S:1:pos:R:3:mulliken_spin:R:1
Cl 0.386 -1.181 -0.124 0.00
S 0.760 3.596 -2.587 0.00
S -0.404 -5.772 -3.323 0.00
S -3.732 -3.037 3.879 0.00
S 4.751 -5.381 0.474 0.00
S -4.989 0.618 -2.318 0.00
O 0.953 -5.758 -3.816 0.00
O -1.211 -6.932 -3.579 0.00
O -5.378 1.289 -1.075 0.00
O 2.096 4.209 -2.764 0.00
O -1.100 -4.400 -3.920 0.00
O 0.785 2.238 -3.519 0.00
O 5.520 -4.744 -0.575 0.00
O -5.093 -0.819 -2.542 0.00
O 1.526 -1.852 -0.782 0.00
O -0.488 4.304 -2.917 0.00
O 0.789 0.062 0.470 0.00
O -3.359 -2.466 5.165 0.00
O 4.644 -4.465 1.863 0.00
O -0.660 -0.830 -1.072 0.00
O -4.844 -4.030 3.814 0.00
O 4.997 -6.754 0.880 0.00
O -4.068 -1.884 2.743 0.00
O -5.785 1.333 -3.554 0.00
O -0.171 -2.074 0.811 0.00
C -3.263 1.240 -2.720 0.00
C -1.308 -2.158 -4.525 0.00
C 0.589 3.001 -0.883 0.00
C -0.420 -3.203 -3.813 0.00
C -3.153 -0.823 2.592 0.00
C -0.721 3.489 2.567 0.00
C -5.723 2.751 -3.647 0.00
C -0.662 2.776 3.960 0.00
C 5.577 1.376 2.077 0.13
C 1.829 1.267 -3.375 0.00
C 4.728 -3.082 1.704 0.01
C 5.253 0.055 -0.424 0.14
C 4.157 0.535 0.327 -0.06
C 6.645 0.856 1.378 0.23
C -1.365 7.178 3.933 0.00
C 4.344 1.259 1.503 0.13
C -0.429 -5.235 -1.547 0.00
C -6.916 3.110 -4.523 0.00
C 6.538 0.208 0.167 0.10
C -0.189 1.300 3.839 0.00
C -3.945 0.503 2.161 0.00
C -0.702 5.817 3.685 0.00
C 1.893 0.301 -4.579 0.00
C 2.942 -5.263 0.118 0.00
C -2.218 -3.806 3.075 0.00
C -1.434 4.885 2.670 0.00
C 5.419 -2.424 2.916 0.01
H -2.454 4.724 3.020 0.00
H 1.498 2.440 -0.665 0.00
H 5.344 -1.339 2.996 0.00
H 5.651 1.931 3.000 0.00
H 7.432 -0.198 -0.282 0.00
H -2.375 -4.025 2.019 0.00
H -0.324 2.408 -0.837 0.00
H -0.941 7.698 4.792 0.00
H 2.788 1.765 -3.233 0.00
H 7.658 1.112 1.650 0.00
H 1.740 0.684 -2.458 0.00
H -4.443 0.401 1.197 0.00
H -1.452 5.349 1.684 0.00
H 0.170 -4.330 -1.447 0.00
H 2.810 -4.341 -0.448 0.00
H -1.160 -2.437 -5.569 0.00
H -4.713 3.049 -3.929 0.00
H 4.922 -2.780 3.818 0.00
H 0.510 -3.272 -4.377 0.00
H -2.348 -2.252 -4.213 0.00
H -2.982 1.131 -3.768 0.00
H -1.153 -1.088 -4.385 0.00
H -3.211 2.283 -2.407 0.00
H 0.284 3.687 2.194 0.00
H -0.382 0.794 2.894 0.00
H 3.199 0.492 -0.169 0.29
H -6.775 2.682 -5.515 0.00
H -1.941 -4.745 3.556 0.00
H -1.234 2.851 1.848 0.00
H -0.105 -2.973 -2.795 0.00
H -2.511 -0.561 3.433 0.00
H -0.745 5.387 4.686 0.00
H -7.094 4.156 -4.773 0.00
H 2.425 -5.308 1.076 0.00
H -7.864 2.811 -4.075 0.00
H 0.457 3.851 -0.214 0.00
H 2.654 -6.054 -0.574 0.00
H 5.263 -2.846 0.785 -0.01
H -1.262 7.855 3.085 0.00
H -1.472 -4.985 -1.356 0.00
H -5.911 3.293 -2.721 0.00
H -1.366 -3.131 3.151 0.00
H 3.507 1.674 2.045 0.02
H -3.315 1.385 2.038 0.00
H -0.592 0.697 4.653 0.00
H -2.566 -1.032 1.697 0.00
H 6.454 -2.741 3.042 0.00
H 2.765 -0.319 -4.370 0.00
H -4.821 0.808 2.734 0.00
H -0.108 -6.047 -0.894 0.00
H -2.447 7.119 4.052 0.00
H -1.643 2.802 4.435 0.00
H 0.981 -0.292 -4.651 0.00
H 3.794 -2.572 1.469 0.00
H 0.356 5.882 3.431 0.00
H 2.076 0.742 -5.558 0.00
H 5.172 -0.447 -1.377 0.00
H -2.533 0.631 -2.186 0.00
H 0.056 3.252 4.627 0.00
H 0.883 1.107 3.873 0.00
```

The LUMO energy (spin up / spin down) comes out at -0.095 / -0.256 Ha. As for the expectation value of S²: 0.77. The HOMO-LUMO gap (spin up / spin down) is 7.75 / 3.34 eV. As for the multiplicity: 2.


Record 2
The following is a quantum chemistry calculation of a molecular structure, C27H60F3MgN2O10S5, from OMol25.

Structure (XYZ):
```
108
Properties=species:S:1:pos:R:3:mulliken_charge:R:1
S 10.556 18.782 36.216 0.51
S 9.333 22.308 40.797 0.49
S 16.834 19.205 35.997 0.44
S 10.777 19.736 30.547 0.51
S 16.089 24.916 31.714 0.50
Mg 13.533 20.596 39.274 1.29
F 17.130 23.883 37.839 -0.24
F 16.233 25.816 38.202 -0.23
F 17.391 24.761 39.778 -0.24
O 9.823 19.009 31.496 -0.63
O 10.875 22.061 40.677 -0.60
O 14.206 23.602 38.218 0.10
O 16.792 25.472 46.647 -0.57
O 15.186 30.122 41.048 -0.56
O 20.299 18.181 43.633 -0.54
O 16.188 23.411 31.396 -0.61
O 15.163 22.697 39.887 -0.86
O 11.569 19.560 37.094 -0.57
O 15.873 19.858 37.002 -0.56
N 7.401 26.495 33.033 -0.36
N 13.886 29.581 36.639 -0.39
C 19.073 18.690 41.664 -0.91
C 12.744 24.076 36.463 -1.40
C 8.134 26.885 35.556 -0.69
C 9.906 19.822 28.943 -0.95
C 12.977 29.433 41.558 -0.83
C 17.251 25.725 30.502 -0.95
C 16.334 30.460 36.324 -0.67
C 13.574 24.681 37.549 -0.09
C 14.962 29.948 36.472 0.29
C 8.590 21.292 42.129 -0.91
C 7.727 26.652 34.154 0.31
C 13.806 31.968 41.653 -1.06
C 15.137 23.952 39.263 0.01
C 16.483 24.617 38.760 0.67
C 18.408 25.292 44.869 -1.05
C 18.644 19.674 36.219 -0.91
C 10.740 21.536 31.017 -0.87
C 17.011 25.534 45.446 0.71
C 16.526 20.045 34.363 -0.81
C 9.280 17.949 37.311 -0.95
C 20.095 18.998 42.755 0.70
C 17.102 25.319 33.238 -0.87
C 14.094 30.483 41.468 0.71
C 20.800 20.353 42.715 -0.95
C 11.516 17.257 35.780 -0.97
C 15.951 25.791 44.475 -0.90
C 9.132 24.057 41.330 -0.92
H 8.856 20.076 29.087 0.31
H 18.807 20.725 35.977 0.29
H 18.140 25.063 33.028 0.32
H 12.198 17.466 34.956 0.32
H 9.736 17.076 37.777 0.31
H 11.609 21.846 31.598 0.31
H 7.512 21.345 41.975 0.37
H 8.069 24.236 41.494 0.37
H 15.462 19.882 34.197 0.27
H 13.144 32.167 42.496 0.34
H 12.107 16.829 36.590 0.33
H 18.231 18.143 42.089 0.32
H 16.258 26.511 43.716 0.33
H 14.283 25.366 37.084 0.31
H 13.123 28.774 42.414 0.26
H 18.910 24.770 45.683 0.35
H 8.524 17.594 36.611 0.39
H 9.968 18.822 28.513 0.33
H 20.291 21.161 42.189 0.29
H 14.619 24.690 39.876 0.28
H 16.760 21.109 34.412 0.21
H 16.971 29.624 36.614 0.22
H 20.967 20.621 43.758 0.32
H 16.811 25.473 29.537 0.32
H 10.802 16.514 35.425 0.38
H 12.382 24.796 35.730 0.40
H 16.439 31.316 36.991 0.27
H 8.985 27.543 35.729 0.27
H 12.973 28.869 40.626 0.24
H 14.692 32.594 41.751 0.32
H 18.670 19.536 41.107 0.26
H 18.247 25.281 30.493 0.32
H 16.547 30.776 35.303 0.29
H 12.026 29.964 41.590 0.31
H 8.842 18.657 38.015 0.30
H 10.480 20.438 28.251 0.37
H 9.833 24.245 42.142 0.32
H 8.954 20.266 42.077 0.33
H 11.921 23.522 36.916 0.29
H 13.261 23.287 35.918 0.34
H 8.471 25.917 35.925 0.20
H 8.929 21.773 43.046 0.30
H 19.579 18.023 40.966 0.25
H 17.303 26.789 30.730 0.35
H 17.067 19.590 33.533 0.40
H 19.262 19.097 35.531 0.39
H 21.761 20.136 42.249 0.26
H 17.064 26.390 33.432 0.36
H 10.606 22.187 30.153 0.33
H 15.086 26.087 45.069 0.30
H 16.754 24.729 34.085 0.25
H 9.529 24.664 40.517 0.31
H 7.303 27.204 36.185 0.27
H 12.961 25.311 38.194 0.24
H 9.864 21.736 31.634 0.30
H 19.042 26.170 44.740 0.29
H 19.012 19.395 37.206 0.29
H 18.472 24.684 43.968 0.29
H 15.780 24.781 44.103 0.25
H 13.320 32.277 40.727 0.28
```

The LUMO energy comes out at -0.216 Ha. The HOMO-LUMO gap is 4.59 eV. Its charge is +1.


Record 3
The following is a quantum chemistry calculation of a molecular structure, C27H60N6O11S, from OMol25.

Structure (XYZ):
```
105
Properties=species:S:1:pos:R:3:mulliken_charge:R:1
S 1.306 2.857 0.892 1.05
O 6.262 0.013 1.820 -0.60
O 0.037 3.130 1.589 -0.62
O -1.316 -2.347 2.705 -0.58
O -4.303 -9.699 1.744 -0.58
O -0.315 0.711 -4.976 -0.61
O 2.205 7.557 -2.553 -0.55
O -2.343 0.291 -1.297 -0.50
O 1.499 4.064 -0.244 -0.31
O 2.423 2.909 1.860 -0.60
O -1.374 -7.235 -1.333 -0.60
O 1.327 1.496 -0.074 -0.51
N 2.367 8.469 -0.474 0.21
N -2.356 0.759 -5.992 0.14
N -1.566 -0.357 3.778 0.31
N 6.350 0.864 3.928 0.11
N -5.923 -8.471 0.717 0.12
N -1.224 -6.382 0.774 0.20
C -1.761 -1.684 3.621 0.00
C -1.133 2.288 -2.183 0.43
C -0.305 3.509 -1.691 -1.42
C -1.242 0.150 -5.530 0.05
C 1.967 0.876 -2.346 -1.27
C -5.697 -9.111 -0.567 -0.90
C -1.431 -7.680 1.395 -0.78
C 3.518 2.277 -1.084 -1.20
C -1.217 -6.299 -0.574 0.17
C -2.127 0.375 4.895 -0.95
C 2.148 7.191 0.177 -0.95
C 6.519 2.027 4.776 -0.95
C -0.769 0.354 2.794 -1.08
C -1.033 -5.216 1.616 -0.89
C 1.257 3.364 -1.528 -0.25
C 1.969 2.013 -1.264 1.53
C 6.398 0.948 2.579 0.21
C 4.195 1.318 -0.055 -1.04
C 2.573 9.653 0.336 -0.92
C -6.943 -7.449 0.829 -0.92
C -2.490 2.196 -5.837 -0.57
C -1.823 1.563 -0.969 -0.25
C 2.372 8.515 -1.826 0.05
C -3.419 0.017 -6.639 -0.95
C 6.121 -0.432 4.539 -0.94
C -5.170 -8.852 1.774 0.10
C -1.307 -0.675 -1.416 -0.20
H -7.914 -7.872 0.560 0.33
H -3.557 0.392 -7.656 0.35
H 4.656 0.438 -0.531 0.33
H -5.417 -8.307 2.700 0.29
H 3.559 1.012 0.782 0.34
H 6.109 -0.338 5.623 0.39
H 5.166 -0.834 4.196 0.28
H -1.230 0.245 1.811 0.25
H 2.546 9.527 -2.224 0.26
H 5.035 1.875 0.389 0.23
H -0.525 -0.422 -0.670 0.02
H -1.686 -1.695 -1.293 0.31
H 6.575 1.974 2.216 0.26
H -0.701 1.406 3.049 0.47
H 5.623 2.166 5.385 0.34
H -1.665 2.697 -6.346 0.30
H 1.180 6.791 -0.128 0.28
H -0.892 -4.321 1.015 0.23
H -1.910 -5.081 2.251 0.35
H 1.698 9.816 0.970 0.32
H -3.177 -1.043 -6.683 0.29
H -2.696 -0.290 5.543 0.33
H -4.665 -8.946 -0.881 0.26
H -6.993 -7.066 1.847 0.29
H 2.940 0.391 -2.474 0.55
H -1.413 -7.587 2.478 0.38
H -2.789 1.159 4.520 0.31
H -5.863 -10.186 -0.474 0.30
H 3.743 3.313 -0.784 0.20
H 3.454 9.513 0.966 0.32
H 2.170 7.307 1.259 0.40
H -0.819 -0.587 -2.411 0.07
H -1.053 -5.273 -0.941 0.23
H -2.709 2.185 -0.739 0.40
H -1.204 1.576 -0.058 -0.07
H -1.983 2.694 -2.762 0.18
H -3.435 2.531 -6.258 0.41
H 4.033 2.124 -2.046 0.70
H -6.375 -8.701 -1.314 0.37
H -4.347 0.147 -6.078 0.35
H 0.233 -0.080 2.758 0.30
H -2.378 -2.129 4.418 0.30
H 1.516 1.190 -3.302 0.22
H -0.615 1.598 -2.864 -0.25
H -0.745 3.886 -0.752 0.54
H -2.451 2.453 -4.779 0.04
H -1.320 0.831 5.473 0.31
H 6.681 2.920 4.175 0.29
H 1.291 0.087 -1.964 0.12
H 2.722 10.528 -0.294 0.32
H 2.925 6.490 -0.131 0.29
H -6.708 -6.625 0.151 0.33
H -2.394 -8.082 1.078 0.11
H 1.760 3.931 -2.327 0.68
H -0.645 -8.364 1.072 0.28
H 6.912 -1.122 4.241 0.30
H -0.151 -5.364 2.244 0.32
H 7.381 1.877 5.430 0.36
H -0.470 4.323 -2.421 0.41
H -1.243 -0.937 -5.704 0.35
```

The LUMO energy comes out at 0.019 Ha. The HOMO-LUMO gap is 9.12 eV.


So what do the calculations give for maximum force? Going down the list: 0.076 0.071 0.093 Eh/bohr.